Model one:
Density functional theory data (wB97M-V/def2-TZVPD) for the ion C3H3O3 with charge -1.

Values from the calculation:
Gap between HOMO and LUMO = 8.1 eV
E_LUMO = 4.2 eV
Total charge = -1
Structure (SMILES) = CC(=O)C(=O)[O-]
HOMO energy = -0.1433 hartree

Each line ends with the Mulliken charge.
Positions of all 9 atoms, in Å:
C: -0.17 -0.07 -0.24  -0.82
C: -1.51 0.54 -0.34  0.57
O: -2.50 -0.12 -0.17  -0.59
C: -1.43 2.07 -0.65  0.46
O: -1.90 2.79 0.24  -0.69
O: -0.81 2.34 -1.67  -0.68
H: 0.17 -0.20 -1.27  0.21
H: -0.05 -1.17 0.35  0.24
H: 0.67 0.46 0.25  0.31



Model two:
Density functional theory data (wB97M-V/def2-TZVPD) for a cluster of 2 separate species, C3H3O3 in total.

Values from the calculation:
Gap between HOMO and LUMO = 6.2 eV
E_LUMO = 3.9 eV
Total charge = -1
HOMO energy = -0.0865 hartree

Each line ends with the Mulliken charge.
Positions of all 9 atoms, in Å:
C: -0.16 0.13 0.35  -0.70
C: -1.21 -0.44 -0.16  -0.09
C: 2.56 -0.16 -0.10  0.40
O: 2.74 -0.87 -1.01  -0.33
O: 2.84 0.57 0.76  -0.32
O: -2.70 -0.05 0.17  -0.60
H: -0.07 1.04 0.84  0.12
H: -1.15 -1.16 -0.99  0.25
H: -2.86 0.95 0.13  0.26



Energetically preferred structure: model one | next structure: +0.1031 hartree



Model one:
Density functional theory data (wB97M-V/def2-TZVPD) for the molecule C4H4FNOS.

Values from the calculation:
Gap between HOMO and LUMO = 8.9 eV
E_LUMO = 0.2 eV
Total charge = 0
Structure (SMILES) = On1cc(F)cc1S
HOMO energy = -0.3217 hartree

Each line ends with the Mulliken charge.
Positions of all 12 atoms, in Å:
O: -1.10 1.71 0.17  -0.44
N: -0.29 0.68 -0.15  0.36
C: 1.09 0.83 -0.10  -0.62
C: 1.56 -0.41 -0.07  0.55
F: 2.83 -0.81 -0.02  -0.29
C: 0.52 -1.35 0.12  -0.37
C: -0.66 -0.61 0.08  -0.18
S: -2.29 -1.06 -0.14  -0.30
H: -1.09 2.18 -0.93  0.39
H: 1.55 1.76 0.09  0.45
H: 0.73 -2.44 -0.11  0.31
H: -2.84 -0.48 1.06  0.15



Model two:
Density functional theory data (wB97M-V/def2-TZVPD) for the molecule C4H4FNOS.

Values from the calculation:
Gap between HOMO and LUMO = 10.0 eV
E_LUMO = 0.8 eV
Total charge = 0
Structure (SMILES) = Fc1ocnc1CS
HOMO energy = -0.3391 hartree

Each line ends with the Mulliken charge.
Positions of all 12 atoms, in Å:
F: -1.06 1.33 -1.72  -0.28
C: -0.46 1.12 -0.57  0.44
O: -0.06 2.24 0.10  -0.31
C: 0.58 1.70 1.20  0.01
N: 0.52 0.41 1.29  -0.49
C: -0.16 0.00 0.09  0.35
C: -0.54 -1.40 -0.17  -0.59
S: 0.87 -2.58 -0.42  -0.21
H: 1.12 2.35 1.89  0.39
H: -1.26 -1.47 -1.03  0.28
H: -1.09 -1.75 0.73  0.29
H: 1.55 -1.93 -1.40  0.13



Energetically preferred structure: model two | next structure: +0.1025 hartree



Model one:
Density functional theory data (wB97M-V/def2-TZVPD) for the molecule C11H11NO2.

Values from the calculation:
Gap between HOMO and LUMO = 9.5 eV
E_LUMO = 0.7 eV
Total charge = 0
Structure (SMILES) = C=C[C@@]1(O)C(=O)N(C)c2ccccc21
HOMO energy = -0.3220 hartree

Each line ends with the Mulliken charge.
Positions of all 25 atoms, in Å:
C: -2.86 0.91 1.10  -0.63
C: -1.69 1.34 1.64  -0.67
C: -0.13 0.63 1.57  1.33
O: 0.71 1.51 2.34  -0.58
C: 0.56 -0.98 1.80  0.45
O: 0.60 -1.52 2.92  -0.68
N: 1.16 -1.24 0.66  0.17
C: 1.74 -2.52 0.47  -0.92
C: 0.91 -0.29 -0.36  0.16
C: 1.20 -0.36 -1.69  -0.57
C: 0.79 0.56 -2.58  -0.60
C: -0.08 1.58 -2.09  -0.81
C: -0.33 1.68 -0.73  -0.36
C: 0.21 0.78 0.17  -0.15
H: -3.81 1.41 1.07  0.32
H: -2.80 0.15 0.26  0.21
H: -1.57 2.22 2.17  0.41
H: 0.77 1.05 3.25  0.39
H: 1.37 -2.99 -0.53  0.32
H: 2.82 -2.76 0.39  0.27
H: 1.24 -3.02 1.39  0.32
H: 1.67 -1.26 -2.06  0.31
H: 1.12 0.60 -3.60  0.44
H: -0.21 2.39 -2.74  0.36
H: -1.07 2.41 -0.42  0.52



Model two:
Density functional theory data (wB97M-V/def2-TZVPD) for the molecule C11H11NO2.

Values from the calculation:
Gap between HOMO and LUMO (spin up / spin down) = 7.9 / 7.9 eV
E_LUMO (spin up / spin down) = -0.5 / -0.5 eV
Total charge = 0
Structure (SMILES) = C/[N+]([O-])=C/C=C(/C=O)c1ccccc1
HOMO energy (spin up / spin down) = -0.3092 / -0.3092 hartree

Each line ends with the Mulliken charge.
Positions of all 25 atoms, in Å:
C: 1.64 2.37 -0.58  -1.07
N: 1.57 0.98 -0.24  0.53
O: 0.86 0.32 -1.02  -0.62
C: 2.19 0.38 0.74  -0.51
C: 1.95 -1.04 0.75  -0.78
C: 0.91 -1.67 0.17  0.64
C: 1.03 -3.07 -0.22  -0.24
O: 1.94 -3.80 0.02  -0.48
C: -0.50 -1.16 0.00  1.01
C: -1.01 -0.42 1.09  -0.15
C: -2.30 0.08 1.04  -0.51
C: -3.09 -0.24 -0.05  -0.37
C: -2.66 -0.96 -1.06  -0.58
C: -1.37 -1.58 -1.01  -0.42
H: 1.62 2.94 0.36  0.37
H: 2.59 2.51 -1.00  0.38
H: 0.84 2.68 -1.14  0.36
H: 2.96 0.84 1.26  0.52
H: 2.83 -1.58 1.11  0.40
H: 0.17 -3.63 -0.82  0.17
H: -0.49 -0.30 2.09  0.29
H: -2.73 0.69 1.90  0.30
H: -4.03 0.26 -0.29  0.32
H: -3.29 -1.25 -1.95  0.28
H: -0.97 -2.43 -1.63  0.17



Energetically preferred structure: model one | next structure: +0.0648 hartree